This record from the Open Molecules 2025 dataset describes a molecular structure, C40H58As2BaN2O8S4. The level of theory is the ωB97M-V functional and the def2-TZVPD basis.

Output
* charge: +2
* relative energy (zero: lowest compared OMol25 entry of this formula, charge and spin): 12.8 kcal/mol
* molecular weight: 1110.35 g mol⁻¹
* calculated total energy: -227484.2031 eV
* gap between HOMO and LUMO: 8.3790 eV
* spin multiplicity: 1

Last column: Löwdin charge in e.
Geometry (Å):
Ba  -0.26242  -1.13589  0.64692  1.507
C  -4.35562  -1.05299  2.17176  -0.507
C  -3.49544  -0.83859  3.40756  -0.517
S  -2.00251  0.16814  3.19676  0.787
C  -2.68673  1.79476  2.77718  -0.509
C  -1.63730  2.68315  2.13332  -0.522
S  -1.13168  2.19491  0.46176  0.798
C  -2.64047  2.58806  -0.46907  -0.489
C  -2.71117  1.88370  -1.81620  -0.505
S  -2.68676  0.06948  -1.76050  0.839
C  -4.34866  -0.19847  -1.08269  -0.512
C  -4.51262  -1.61556  -0.55716  -0.515
S  -3.49136  -2.00526  0.88822  0.788
H  -4.68302  -0.10197  1.75338  0.063
H  -5.24789  -1.60840  2.46325  0.096
H  -3.13046  -1.79337  3.79086  0.082
H  -4.09728  -0.39315  4.20011  0.095
H  -3.04294  2.26604  3.69374  0.098
H  -3.54063  1.66157  2.11437  0.058
H  -0.71900  2.69065  2.72298  0.080
H  -1.99726  3.71184  2.10004  0.096
H  -2.66092  3.66671  -0.62958  0.096
H  -3.50428  2.33033  0.14216  0.062
H  -1.88016  2.17668  -2.45401  0.051
H  -3.62663  2.19039  -2.32504  0.096
H  -5.08213  -0.01776  -1.87004  0.097
H  -4.53331  0.52099  -0.28540  0.059
H  -4.24677  -2.35346  -1.31498  0.082
H  -5.55404  -1.79606  -0.28895  0.095
C  0.12786  -5.50614  -6.35490  -0.031
C  1.17396  -5.70398  -5.24754  -0.556
C  2.54560  -5.22157  -5.74262  -0.035
C  1.26642  -7.19173  -4.91139  -0.057
C  0.75745  -4.87688  -4.04096  -0.136
C  0.41425  -5.42200  -2.81169  0.026
C  0.04416  -4.58647  -1.77046  -0.104
N  -0.01353  -3.25951  -1.84261  0.080
C  0.32545  -2.72925  -3.02583  -0.216
C  0.70325  -3.48595  -4.12143  0.050
C  0.31774  -1.25367  -3.11005  -0.231
C  0.02128  -0.61731  -4.30529  0.044
C  0.08635  0.76851  -4.41992  -0.139
C  0.47852  1.45180  -3.27280  -0.007
C  0.70590  0.74358  -2.10869  -0.191
N  0.63484  -0.58623  -1.98975  -0.032
C  -0.25016  1.45542  -5.73302  -0.554
C  -1.65432  1.02018  -6.17804  -0.029
C  0.78330  1.03048  -6.78684  -0.026
C  -0.22540  2.97760  -5.59805  -0.053
H  0.42112  -6.06802  -7.24233  0.095
H  0.03602  -4.45676  -6.63984  0.080
H  -0.85362  -5.86132  -6.03630  0.094
H  2.88085  -5.85575  -6.56359  0.094
H  3.29197  -5.27368  -4.94806  0.096
H  2.51098  -4.19671  -6.11404  0.079
H  1.57868  -7.74221  -5.79851  0.094
H  0.30318  -7.59813  -4.59753  0.089
H  2.00093  -7.38516  -4.12716  0.093
H  0.44339  -6.48818  -2.64002  0.112
H  -0.20986  -5.02682  -0.82089  0.084
H  0.99323  -2.98448  -5.03592  0.118
H  -0.28338  -1.21784  -5.15248  0.122
H  0.60212  2.52544  -3.26265  0.118
H  1.00258  1.29206  -1.21793  0.077
H  -1.70811  -0.04999  -6.37904  0.083
H  -1.92426  1.54148  -7.09667  0.097
H  -2.40124  1.25991  -5.41765  0.087
H  0.77588  -0.04897  -6.94480  0.083
H  1.79111  1.32593  -6.49103  0.096
H  0.55475  1.50875  -7.73986  0.097
H  -0.93424  3.33124  -4.84497  0.085
H  -0.50793  3.42878  -6.54881  0.096
H  0.76869  3.34914  -5.34364  0.092
C  4.05036  1.57454  1.95942  -0.004
O  3.68386  0.19536  2.16165  -0.124
C  4.67720  -0.65184  2.51130  -0.498
O  5.81782  -0.32604  2.66899  0.161
C  4.12602  -2.01793  2.77146  -0.317
C  4.91540  -2.96851  3.26626  -0.288
As  4.35070  -4.67790  4.00731  1.354
C  5.75072  -5.80096  3.22727  -0.254
C  2.89919  -5.06115  2.74818  -0.272
C  2.02363  -4.16713  2.27583  -0.306
As  2.25622  -2.23142  2.31863  1.221
C  2.59488  -1.97420  0.32469  -0.337
C  0.67974  -4.55508  1.76594  -0.517
O  -0.15001  -3.74487  1.36330  -0.167
O  0.44163  -5.84613  1.83718  -0.017
C  -0.85285  -6.37112  1.47184  0.021
C  2.82500  -6.54100  2.48829  -0.595
O  3.05339  -7.01754  1.41150  0.141
O  2.62947  -7.20544  3.62487  -0.053
C  2.68752  -8.64845  3.55913  0.002
C  6.38461  -2.75424  3.52724  -0.605
O  6.81784  -2.60693  4.63527  0.138
O  7.08668  -2.94202  2.41614  -0.034
C  8.51436  -2.75257  2.52732  0.002
H  3.55437  1.90799  1.05105  0.090
H  5.12722  1.66913  1.86183  0.096
H  3.70315  2.15206  2.81320  0.102
H  6.68108  -5.57192  3.74505  0.040
H  5.85992  -5.62661  2.16006  0.052
H  5.50517  -6.84318  3.42232  0.034
H  3.60659  -2.33352  0.14864  0.054
H  2.55346  -0.91618  0.06093  -0.006
H  1.93229  -2.54018  -0.33312  -0.018
H  -1.23272  -6.90185  2.34009  0.108
H  -0.69952  -7.06756  0.65158  0.105
H  -1.52688  -5.56992  1.18377  0.088
H  3.09963  -8.97727  4.50743  0.101
H  3.31056  -8.96330  2.72717  0.096
H  1.67788  -9.03413  3.43659  0.100
H  8.83974  -2.35724  1.57075  0.098
H  8.98847  -3.71282  2.72039  0.100
H  8.74045  -2.05889  3.33118  0.100

This record from the Open Molecules 2025 dataset describes 10 unconnected molecules or ions with the total composition C26H53Cl8N5O7. The level of theory is the ωB97M-V functional and the def2-TZVPD basis.

Output
* charge: -2
* relative energy (zero: lowest compared OMol25 entry of this formula, charge and spin): 0.0 kcal/mol
* molecular weight: 831.36 g mol⁻¹
* calculated total energy: -149777.6217 eV
* gap between HOMO and LUMO: 1.6385 eV
* spin multiplicity: 1

Last column: Löwdin charge in e.
Geometry (Å):
C  -0.11501  3.01866  -0.18151  -0.107
C  -0.47052  2.02958  0.98708  -0.160
N  -0.44713  0.65621  0.53911  -0.045
C  -1.20303  0.17862  -0.56048  0.022
C  -0.91498  -1.21067  -0.74827  0.010
N  -0.06364  -1.49758  0.33201  -0.080
C  0.33939  -0.33570  0.98338  0.044
C  0.35540  -2.85097  0.57898  -0.020
H  0.91183  2.92605  -0.53523  0.047
H  -0.19972  4.07061  0.09110  0.027
H  -0.79907  3.01216  -1.03011  0.031
H  -1.49257  2.22795  1.30978  0.105
H  0.15842  2.13412  1.87116  0.093
H  -1.90290  0.78829  -1.11264  0.098
H  -1.30330  -1.90491  -1.47880  0.120
H  1.03705  -0.23228  1.80128  0.110
H  1.40740  -2.90744  0.29934  0.070
H  -0.15234  -3.54314  -0.09273  0.085
H  0.15332  -2.98861  1.64120  0.094
C  -5.07370  0.69369  -4.04912  -0.154
C  -4.08022  0.27124  -3.07377  -0.635
O  -4.54512  0.32867  -1.81066  -0.361
H  -4.47216  0.92992  -4.92687  0.046
H  -5.42843  1.70481  -3.84935  0.047
H  -5.91021  0.11298  -4.43786  0.060
H  -3.25404  0.98208  -3.05867  0.048
H  -3.58670  -0.66743  -3.32565  0.073
C  1.61170  -0.94318  4.60268  -1.173
O  1.49417  0.20794  4.24865  -0.123
O  1.17471  -1.17279  5.75327  -0.181
O  1.55195  -1.94311  3.85806  -0.154
Cl  6.30603  -0.26074  3.40673  0.509
C  4.87222  0.70497  3.05922  -0.677
C  4.10981  0.49935  1.67743  -0.635
Cl  3.07146  1.88935  1.46295  0.610
H  5.19866  1.74104  3.14925  0.037
H  4.20214  0.66771  3.91811  0.059
H  3.56904  -0.44514  1.61736  0.038
H  4.85846  0.55996  0.88752  0.045
Cl  0.12093  2.60218  -5.50601  0.520
C  -0.76382  3.90847  -4.61874  -0.666
C  0.08169  5.08500  -4.35649  -0.719
Cl  1.41850  4.70763  -3.30900  0.579
H  -1.38980  3.51849  -3.81614  0.062
H  -1.48713  4.31587  -5.32511  0.064
H  -0.45542  5.83294  -3.77321  0.064
H  0.41458  5.47738  -5.31739  0.075
Cl  4.57385  -2.80725  -0.02134  0.509
C  3.94206  -4.42750  0.50861  -0.624
C  3.94130  -4.63521  2.10095  -0.553
Cl  3.29821  -6.30053  2.41432  0.523
H  4.62160  -5.21617  0.18563  0.042
H  2.94161  -4.60736  0.11510  0.045
H  3.20279  -3.89774  2.41533  0.052
H  4.82662  -4.65555  2.73648  0.062
Cl  -3.23179  4.22335  -0.08061  0.603
C  -4.31980  3.70009  -1.38687  -0.677
C  -5.04428  4.80941  -2.10282  -0.540
Cl  -3.79317  5.67270  -3.20594  0.446
H  -5.01788  2.93206  -1.05382  0.079
H  -3.69870  3.19298  -2.12522  0.039
H  -5.56727  5.50397  -1.44545  0.071
H  -5.71617  4.34430  -2.82417  0.064
C  0.05677  -5.46508  3.03456  -0.411
O  0.55216  -4.85120  3.97898  0.038
N  -0.89086  -6.37574  3.02541  -0.164
C  -1.25267  -7.03767  1.75601  -0.065
C  -1.71706  -6.72193  4.18867  -0.045
H  0.59256  -5.43380  2.07324  0.094
H  -1.27346  -6.35417  0.90718  0.077
H  -2.23669  -7.49988  1.67750  0.076
H  -0.59680  -7.86040  1.47130  0.076
H  -1.81406  -7.80709  4.22211  0.075
H  -1.29713  -6.28502  5.09469  0.089
H  -2.75126  -6.38002  4.22898  0.078
C  1.50363  -2.95556  -3.74960  -0.294
O  0.94108  -3.12420  -2.63385  -0.038
N  1.82437  -1.74623  -4.18775  -0.189
C  2.06102  -1.52680  -5.58893  -0.071
C  1.84787  -0.56907  -3.36971  -0.028
H  1.53450  -3.72483  -4.53666  0.130
H  1.29744  -0.88304  -6.02553  0.082
H  1.93768  -2.42708  -6.19090  0.081
H  2.98254  -1.00285  -5.84266  0.088
H  1.24595  0.21047  -3.83673  0.075
H  1.38705  -0.74410  -2.39754  0.073
H  2.85090  -0.32493  -3.01980  0.100
C  0.54991  3.37964  4.30253  -0.287
O  -0.11433  2.71527  5.10435  0.019
N  -0.13559  4.37013  3.57911  -0.199
C  0.56292  5.25170  2.63630  -0.084
C  -1.59269  4.65329  3.68082  -0.043
H  1.60882  3.28304  4.01692  0.120
H  0.54081  6.28580  2.98016  0.070
H  0.17051  5.30301  1.62069  0.055
H  1.58672  4.87936  2.67211  0.074
H  -2.05847  4.46513  2.71348  0.047
H  -2.07191  3.92518  4.33525  0.081
H  -1.69914  5.66690  4.06731  0.078

Sequential HOMO energy output: -13.135, 1.608 eV